# 1
A single C22H19ClN2O4 molecule, computed with ωB97M-V/def2-TZVPD.

```
! wB97M-V def2-TZVPD RIJCOSX def2/J DEFGRID3
* xyz 0 1
C -4.082 5.408 -2.402
O -2.954 4.830 -3.019
C -2.319 3.808 -2.406
C -2.686 3.258 -1.178
C -1.958 2.218 -0.636
C -0.855 1.690 -1.304
C -0.045 0.574 -0.788
O 0.698 -0.064 -1.507
C -0.175 0.253 0.695
C 1.047 -0.535 1.206
N 1.093 -1.846 0.598
C 0.335 -2.913 0.953
C -0.377 -2.987 2.163
C -1.081 -4.119 2.493
C -1.101 -5.210 1.627
N -1.839 -6.375 1.970
O -1.823 -7.313 1.192
O -2.451 -6.375 3.024
C -0.400 -5.156 0.420
C 0.303 -4.027 0.092
C 2.367 0.164 0.943
C 3.538 -0.586 1.014
C 4.773 -0.008 0.793
C 4.846 1.343 0.498
Cl 6.384 2.079 0.215
C 3.695 2.110 0.430
C 2.464 1.519 0.655
C -0.505 2.236 -2.545
C -1.214 3.280 -3.084
H -4.887 4.678 -2.275
H -3.827 5.846 -1.432
H -4.413 6.195 -3.076
H -3.542 3.634 -0.639
H -2.278 1.804 0.308
H -1.064 -0.372 0.823
H -0.314 1.162 1.279
H 0.951 -0.660 2.292
H 1.394 -1.812 -0.368
H -0.377 -2.155 2.849
H -1.630 -4.181 3.420
H -0.430 -6.010 -0.239
H 0.843 -3.975 -0.842
H 3.478 -1.638 1.245
H 5.672 -0.600 0.848
H 3.759 3.162 0.200
H 1.584 2.139 0.594
H 0.345 1.820 -3.064
H -0.943 3.711 -4.034
*
```

## Properties
- SMILES string = COc1ccc(C(=O)C[C@@H](Nc2ccc([N+](=O)[O-])cc2)c2ccc(Cl)cc2)cc1
- LUMO level (eV) = -0.04
- E (hartree) = -1720.3323
- largest force on an atom (eV Å⁻¹) = 1.408


# 2
A gas-phase ion, CH5N2O2 (charge +1), computed with ωB97M-V/def2-TZVPD.

```
! wB97M-V def2-TZVPD RIJCOSX def2/J DEFGRID3
* xyz 1 1
N -1.169 0.650 -0.648
C 0.152 0.175 -0.517
N 0.487 -0.582 0.912
O 0.808 -0.377 -1.535
O 1.217 0.888 -0.892
H -1.504 1.378 0.030
H -1.950 0.124 -1.123
H -0.186 -0.805 1.784
H 1.280 0.057 1.234
H 0.864 -1.509 0.755
*
```

## Properties
- SMILES string = NC1([NH3+])OO1
- LUMO level (eV) = -4.20
- E (hartree) = -300.6784
- largest force on an atom (eV Å⁻¹) = 3.969


# 3
A molecular structure, C20H22N2O3Rh, computed with ωB97M-V/def2-TZVPD.

```
! wB97M-V def2-TZVPD RIJCOSX def2/J DEFGRID3
* xyz -1 1
Rh 0.110 -0.406 -0.093
C 4.479 -0.769 -0.364
O 4.854 0.354 0.427
C 3.943 1.300 0.820
C 4.489 2.315 1.577
C 3.717 3.396 2.007
C 2.380 3.426 1.693
C 1.771 2.368 1.000
C 0.339 2.472 0.791
N -0.452 1.492 0.564
N -1.808 1.726 0.464
C -2.394 0.824 -0.279
O -1.767 -0.034 -1.011
C -3.882 0.801 -0.295
C -4.540 -0.021 -1.205
C -5.925 -0.095 -1.215
C -6.670 0.646 -0.308
C -6.017 1.457 0.612
C -4.634 1.537 0.617
C 2.552 1.279 0.507
O 2.060 0.347 -0.250
H 5.402 -1.334 -0.501
H 4.087 -0.471 -1.334
H 3.738 -1.393 0.130
H 5.542 2.242 1.819
H 4.171 4.192 2.584
H 1.767 4.264 2.007
H -0.104 3.466 0.880
H -3.942 -0.589 -1.906
H -6.424 -0.737 -1.931
H -7.751 0.580 -0.310
H -6.594 2.024 1.333
H -4.112 2.170 1.322
C -1.026 -3.956 2.196
C -1.291 -2.744 1.297
C -2.316 -1.836 2.004
C -1.904 -3.230 -0.025
C -0.028 -1.953 1.045
H -1.954 -4.513 2.364
H -0.634 -3.640 3.166
H -0.301 -4.633 1.736
H -3.241 -2.384 2.210
H -2.549 -0.972 1.384
H -1.908 -1.467 2.948
H -2.871 -3.715 0.156
H -1.238 -3.950 -0.504
H -2.048 -2.390 -0.704
H 0.835 -2.302 1.622
*
```

## Properties
- LUMO level (eV) = 3.05
- E (hartree) = -1221.0445
- largest force on an atom (eV Å⁻¹) = 2.882


# 4
A molecular structure, C10H4N2NiO4, computed with ωB97M-V/def2-TZVPD.

```
! wB97M-V def2-TZVPD RIJCOSX def2/J DEFGRID3
* xyz 2 3
O 0.835 -2.493 -1.837
C 1.222 -1.393 -1.859
Ni 1.380 0.397 -1.534
O -2.647 0.376 -3.121
C -1.606 0.340 -2.668
C 2.507 0.484 -2.916
O 3.121 0.699 -3.866
C 1.212 2.278 -1.970
O 0.893 3.330 -1.679
N 1.420 -2.277 3.974
C 0.821 -1.659 3.199
C 0.015 -0.875 2.266
C -1.195 -0.296 2.668
C -1.910 0.467 1.761
C -1.397 0.624 0.460
N -0.222 0.088 0.094
C 0.469 -0.677 0.956
H -1.538 -0.456 3.689
H -2.846 0.945 2.041
H -1.951 1.208 -0.277
H 1.418 -1.112 0.620
*
```

## Properties
- <S²> = 2.011
- LUMO level (spin up / spin down) (eV) = -10.56 / -12.31
- E (hartree) = -2301.4489
- largest force on an atom (eV Å⁻¹) = 10.451


# 5
A molecular structure, C40H34CdN9O3, computed with ωB97M-V/def2-TZVPD.

```
! wB97M-V def2-TZVPD RIJCOSX def2/J DEFGRID3
* xyz 1 1
Cd -0.094 0.034 0.487
C 4.382 0.509 -0.478
C 3.102 -0.010 -0.615
N 2.034 0.778 -0.588
C 2.221 2.090 -0.423
C 3.511 2.586 -0.233
N 4.579 1.803 -0.267
C 1.020 2.960 -0.420
C 1.119 4.343 -0.519
C -0.033 5.121 -0.462
C -1.253 4.465 -0.332
C -1.272 3.079 -0.257
N -0.159 2.350 -0.302
C -2.538 2.356 0.005
C -3.800 2.887 -0.266
N -4.902 2.307 0.185
C -4.775 1.183 0.877
C -3.534 0.579 1.038
N -2.431 1.171 0.602
C 0.036 6.597 -0.488
C -0.917 7.354 -1.161
C -0.822 8.736 -1.119
N 0.135 9.381 -0.462
C 1.047 8.658 0.178
C 1.045 7.271 0.195
H 5.264 -0.117 -0.526
H 2.925 -1.069 -0.756
H 3.696 3.631 -0.025
H 2.075 4.824 -0.663
H -2.170 5.030 -0.245
H -3.933 3.775 -0.873
H -5.678 0.758 1.297
H -3.417 -0.384 1.521
H -1.702 6.875 -1.734
H -1.545 9.356 -1.637
H 1.811 9.215 0.708
H 1.796 6.728 0.753
C 1.061 -8.018 0.104
O 0.508 -6.754 0.436
C -0.431 -6.714 1.417
C -0.852 -7.805 2.160
C -1.825 -7.649 3.139
C -2.401 -6.412 3.355
C -2.002 -5.320 2.594
C -0.998 -5.451 1.643
N -0.551 -4.407 0.804
C -0.352 -3.080 1.076
N -0.390 -2.734 2.384
C -0.061 -1.559 3.109
C 0.041 -0.281 2.575
C 0.297 0.775 3.461
C 0.456 0.564 4.817
C 0.378 -0.723 5.337
C 0.116 -1.782 4.491
O -0.030 -3.078 4.895
C 0.398 -3.420 6.202
N -0.127 -2.239 0.100
C 0.126 -2.778 -1.197
C 1.412 -3.281 -1.433
C 1.778 -3.843 -2.640
C 0.842 -3.907 -3.664
C -0.428 -3.407 -3.458
C -0.808 -2.844 -2.239
O -2.117 -2.453 -2.197
C -2.530 -1.390 -1.364
H 1.760 -7.834 -0.707
H 0.288 -8.713 -0.231
H 1.597 -8.451 0.951
H -0.426 -8.782 1.986
H -2.137 -8.507 3.719
H -3.173 -6.286 4.102
H -2.503 -4.372 2.730
H -0.224 -4.714 -0.100
H -0.439 -3.529 3.006
H 0.367 1.789 3.080
H 0.636 1.397 5.485
H 0.525 -0.882 6.397
H -0.177 -2.895 6.968
H 1.461 -3.206 6.332
H 0.227 -4.488 6.304
H 2.119 -3.237 -0.611
H 2.778 -4.231 -2.779
H 1.102 -4.343 -4.619
H -1.174 -3.447 -4.241
H -3.571 -1.204 -1.619
H -1.948 -0.482 -1.569
H -2.461 -1.640 -0.305
*
```

## Properties
- LUMO level (eV) = -3.45
- E (hartree) = -2430.7482
- largest force on an atom (eV Å⁻¹) = 0.698


# 6
A molecular structure, C2H3CaLiO2, computed with ωB97M-V/def2-TZVPD.

```
! wB97M-V def2-TZVPD RIJCOSX def2/J DEFGRID3
* xyz 2 1
O -2.093 1.307 -0.799
C -1.450 0.618 -0.203
C -0.611 -0.365 0.553
O 0.542 -0.644 -0.119
Ca 2.346 0.419 -0.007
H -1.294 -1.224 0.703
H -0.488 0.117 1.544
Li 0.595 -2.315 -1.024
H 2.453 2.085 -0.647
*
```

## Properties
- LUMO level (eV) = -9.31
- E (hartree) = -912.9437
- largest force on an atom (eV Å⁻¹) = 2.570